[1]
DFT (the ωB97M-V functional and the def2-TZVPD basis) results for a 2-piece molecular cluster, C9H14 overall.

The geometry in XYZ format:
```
23
Properties=species:S:1:pos:R:3:lowdin_charge:R:1
C 0.540 -2.028 0.647 -0.0487
C 1.028 0.439 0.705 -0.0791
C 0.339 -0.646 1.224 -0.2919
C 1.080 1.666 1.350 -0.0802
C -0.455 -0.461 2.348 -0.0514
C 0.380 1.796 2.537 -0.1081
C -0.454 0.783 2.976 -0.0915
H 1.530 0.307 -0.245 0.1045
H 1.575 2.525 0.913 0.1037
H -0.117 -2.238 -0.195 0.0716
H 0.429 -2.778 1.425 0.0736
H -1.139 -1.230 2.692 0.1112
H 0.451 2.695 3.132 0.0982
H -1.047 0.962 3.867 0.1009
H 1.575 -2.125 0.297 0.0802
C -0.853 0.478 -2.348 -0.1706
C -0.552 -0.354 -3.582 -0.1733
H -1.695 1.143 -2.514 0.0651
H -1.159 -0.099 -1.471 0.0532
H 0.062 0.949 -2.000 0.0484
H -0.405 0.288 -4.455 0.0629
H 0.262 -1.061 -3.407 0.0604
H -1.376 -1.010 -3.896 0.0611
```

Values from the calculation:
Energy relative to the best compared isomer or geometry (same formula, charge and spin), kcal/mol: 7.9
Electronic energy, Ha: -351.3176
SMILES: Cc1ccccc1.CC
HOMO-LUMO gap, eV: 10.059
HOMO energy, eV: -9.0
Spin multiplicity: 1
LUMO, eV: 1.018

=====

[2]
DFT (the ωB97M-V functional and the def2-TZVPD basis) results for C16H31BIrN6OS as an isolated structure.

The geometry in XYZ format:
```
57
Properties=species:S:1:pos:R:3:lowdin_charge:R:1
Ir -1.638 -1.110 -0.310 1.4012
B -0.851 -3.305 2.334 -0.3700
N -1.714 -2.022 2.487 -0.0439
C -2.438 -1.739 3.551 0.0006
C -3.020 -0.466 3.405 0.0155
C -2.598 -0.023 2.188 -0.0934
N -1.787 -0.973 1.623 -0.1928
N -0.186 -3.361 0.925 -0.0267
C 0.679 -4.290 0.562 -0.0031
C 1.109 -4.060 -0.754 0.0166
C 0.445 -2.934 -1.147 -0.1305
N -0.338 -2.495 -0.108 -0.2103
H 0.013 -3.324 3.169 0.0864
H -1.533 -4.275 2.522 0.0877
H -2.495 -2.440 4.369 0.1576
H -3.660 0.047 4.103 0.1269
H -2.786 0.914 1.688 0.1280
H 0.946 -5.079 1.248 0.1582
H 1.810 -4.638 -1.330 0.1282
H 0.455 -2.414 -2.091 0.1067
C -4.129 -2.013 -1.762 -0.0672
O -3.244 -1.110 -1.090 -0.4279
H -4.752 -2.524 -1.030 0.1019
H -3.573 -2.741 -2.352 0.0986
H -4.752 -1.415 -2.423 0.1078
C 0.033 3.079 -4.416 -0.0941
C 1.169 3.590 -3.534 -0.2502
C 0.694 4.276 -2.254 -0.1841
C -0.029 3.359 -1.270 -0.1665
N 0.862 2.272 -0.817 0.0646
C 0.744 0.977 -0.991 -0.6579
S -0.672 0.335 -1.844 0.7232
N 1.682 0.121 -0.615 0.0414
C 2.867 0.360 0.228 -0.1303
C 2.766 -0.422 1.535 -0.1729
C 1.573 -0.030 2.404 -0.2560
C 1.651 1.399 2.940 -0.0818
H 0.418 2.734 -5.374 0.0827
H -0.696 3.867 -4.611 0.0874
H -0.503 2.241 -3.963 0.0254
H 1.758 4.311 -4.102 0.1171
H 1.854 2.770 -3.292 0.1002
H 0.001 5.081 -2.507 0.1282
H 1.545 4.739 -1.746 0.1191
H -0.918 2.922 -1.715 0.0827
H -0.328 3.924 -0.388 0.1307
H 1.733 2.596 -0.417 0.1485
H 1.517 -0.845 -0.850 0.0872
H 2.975 1.424 0.427 0.1131
H 3.741 0.043 -0.340 0.1379
H 3.690 -0.256 2.092 0.1303
H 2.722 -1.491 1.299 0.1121
H 1.534 -0.724 3.247 0.1163
H 0.646 -0.165 1.841 0.0623
H 2.620 1.586 3.405 0.0899
H 0.886 1.572 3.697 0.0801
H 1.504 2.146 2.155 0.0571
```

Values from the calculation:
Energy relative to the best compared isomer or geometry (same formula, charge and spin), kcal/mol: 17.3
Electronic energy, Ha: -1558.8047
⟨S²⟩: 0.75
Total charge: +2
HOMO-LUMO gap (spin up / spin down), eV: 6.596 / 6.701
HOMO energy (spin up / spin down), eV: -15.3 / -15.3
Spin multiplicity: 2
LUMO (spin up / spin down), eV: -8.705 / -8.615

=====

[3]
DFT (the ωB97M-V functional and the def2-TZVPD basis) results for a 5-piece molecular cluster, C32H80BF4N4O4 overall.

The geometry in XYZ format:
```
125
Properties=species:S:1:pos:R:3:lowdin_charge:R:1
B 7.411 -17.237 8.239 -1.2192
F 7.857 -18.072 7.258 0.1437
F 7.083 -15.994 7.652 0.0850
F 6.218 -17.771 8.801 0.0730
F 8.434 -17.083 9.289 0.0214
C 8.162 -15.805 15.856 -0.0432
C 9.022 -16.075 14.618 -0.1426
N 9.249 -14.889 13.693 -0.3126
C 9.931 -15.305 12.416 0.0421
C 7.970 -14.238 13.321 -0.1993
C 7.024 -15.022 12.424 -0.0469
C 10.064 -13.891 14.412 -0.1091
C 11.406 -14.260 15.015 -0.2758
O 12.321 -14.618 14.084 -0.2132
C 13.705 -14.230 14.530 0.0112
H 8.232 -16.678 16.529 0.1065
H 7.091 -15.665 15.606 0.0948
H 8.489 -14.933 16.400 0.0727
H 8.429 -16.771 14.041 0.1177
H 10.065 -16.479 14.734 0.1465
H 10.926 -15.638 12.743 0.1063
H 9.905 -14.400 11.800 0.1273
H 9.342 -16.065 11.948 0.0853
H 8.283 -13.259 12.886 0.1464
H 7.474 -13.929 14.276 0.1376
H 6.193 -14.293 12.128 0.1230
H 6.576 -15.911 12.881 0.0863
H 7.470 -15.272 11.462 0.0650
H 9.371 -13.515 15.209 0.1472
H 10.260 -13.055 13.717 0.1551
H 11.340 -15.084 15.777 0.1473
H 11.744 -13.337 15.519 0.1390
H 14.375 -14.479 13.702 0.0971
H 13.993 -14.845 15.372 0.0903
H 13.648 -13.181 14.808 0.0922
C 4.519 -12.800 3.220 -0.0466
C 3.632 -13.619 4.169 -0.1754
N 4.283 -14.820 4.746 -0.2675
C 5.699 -14.488 5.147 0.0131
C 3.530 -15.187 5.952 -0.1726
C 3.870 -16.537 6.659 -0.0309
C 4.385 -15.916 3.591 -0.0217
C 3.228 -16.028 2.638 -0.2285
O 2.158 -16.468 3.407 -0.1871
C 0.994 -16.554 2.667 -0.1025
H 5.235 -12.156 3.738 0.0860
H 3.857 -12.211 2.526 0.1167
H 5.177 -13.404 2.591 0.0743
H 2.731 -14.012 3.726 0.1106
H 3.333 -13.033 5.028 0.1325
H 6.128 -15.407 5.569 0.0958
H 5.766 -13.662 5.848 0.1217
H 6.275 -14.219 4.215 0.1135
H 2.452 -15.280 5.652 0.1458
H 3.632 -14.316 6.602 0.1343
H 3.760 -17.358 5.954 0.0601
H 3.052 -16.682 7.364 0.0887
H 4.902 -16.488 7.090 0.0708
H 4.439 -16.897 4.108 0.1348
H 5.308 -15.659 3.045 0.1354
H 3.398 -16.782 1.885 0.1439
H 3.029 -15.076 2.151 0.1260
H 0.676 -15.530 2.323 0.1153
H 0.172 -16.930 3.245 0.0902
H 1.048 -17.181 1.770 0.1024
C 14.117 -16.598 6.879 -0.0332
C 13.506 -17.884 7.564 -0.1292
N 12.005 -17.773 7.852 -0.2499
C 11.766 -16.722 8.873 0.0099
C 11.128 -17.365 6.651 -0.1435
C 11.198 -18.321 5.480 -0.0535
C 11.521 -19.106 8.373 -0.0624
C 12.410 -19.676 9.506 -0.2220
O 12.465 -18.830 10.628 -0.2143
C 12.971 -19.532 11.792 -0.0401
H 13.606 -16.374 5.902 0.0911
H 15.182 -16.703 6.772 0.0808
H 13.911 -15.712 7.517 0.0805
H 13.958 -18.015 8.550 0.1208
H 13.745 -18.728 6.896 0.1376
H 12.283 -16.898 9.728 0.0633
H 10.666 -16.666 9.062 0.1135
H 11.976 -15.773 8.422 0.0987
H 11.454 -16.401 6.295 0.1219
H 10.125 -17.312 6.990 0.0975
H 12.178 -18.544 5.115 0.0734
H 10.710 -17.875 4.604 0.0996
H 10.643 -19.254 5.661 0.0886
H 11.682 -19.795 7.527 0.1341
H 10.444 -18.962 8.592 0.1491
H 13.400 -19.863 9.059 0.1204
H 12.070 -20.714 9.686 0.1424
H 13.908 -20.031 11.519 0.1038
H 12.209 -20.199 12.144 0.0828
H 13.076 -18.737 12.553 0.0991
C 3.081 -19.954 10.863 -0.0452
C 4.436 -20.247 10.232 -0.1701
N 4.250 -21.086 9.024 -0.2921
C 3.565 -22.371 9.302 0.0257
C 3.618 -20.177 8.016 -0.1804
C 3.280 -20.911 6.725 -0.0524
C 5.622 -21.494 8.507 -0.0357
C 6.388 -22.572 9.319 -0.1422
O 6.260 -22.437 10.744 -0.2427
C 7.016 -23.394 11.444 -0.0971
H 2.441 -20.816 10.904 0.0669
H 2.427 -19.271 10.235 0.0932
H 3.253 -19.409 11.787 0.0926
H 4.977 -20.899 10.957 0.1293
H 5.086 -19.358 10.015 0.1389
H 3.722 -23.025 8.483 0.1064
H 2.553 -22.238 9.623 0.1022
H 4.044 -22.727 10.244 0.1314
H 4.390 -19.354 7.855 0.1401
H 2.706 -19.659 8.333 0.1235
H 4.158 -21.246 6.196 0.0677
H 2.832 -20.142 6.025 0.1061
H 2.536 -21.703 6.973 0.1013
H 6.053 -20.517 8.568 0.1186
H 5.405 -21.885 7.518 0.1251
H 7.461 -22.448 9.104 0.1438
H 6.056 -23.534 9.128 0.1018
H 6.838 -24.452 11.131 0.1074
H 6.945 -23.330 12.540 0.1031
H 8.101 -23.291 11.205 0.0946
```

Values from the calculation:
Energy relative to the best compared isomer or geometry (same formula, charge and spin), kcal/mol: 0.0
Electronic energy, Ha: -2210.7706
Total charge: +3
HOMO-LUMO gap, eV: 10.701
HOMO energy, eV: -16.0
Spin multiplicity: 1
LUMO, eV: -5.308

=====

[4]
DFT (the ωB97M-V functional and the def2-TZVPD basis) results for C28H39N4PRh as an isolated structure.

The geometry in XYZ format:
```
73
Properties=species:S:1:pos:R:3:lowdin_charge:R:1
Rh 0.097 1.011 -0.052 0.9761
C 2.350 2.295 -1.895 -0.1517
C 2.856 2.329 -0.457 -0.1568
N 2.170 1.302 0.388 -0.1283
C 2.283 1.616 1.853 -0.1323
C 0.918 2.049 2.385 -0.1313
N -0.079 1.021 1.970 -0.1448
C -1.453 1.208 2.521 -0.1305
C -2.291 2.200 1.718 -0.1328
C -2.931 1.574 0.475 -0.1385
N -1.948 1.150 -0.585 -0.1318
C -1.998 2.047 -1.781 -0.1509
C -1.278 3.346 -1.488 -0.1539
N 0.108 3.033 -1.060 -0.1144
C 1.126 3.176 -2.136 -0.1658
H 2.125 1.248 -2.151 0.0924
H 3.139 2.593 -2.584 0.1395
H 2.690 3.305 0.005 0.1317
H 3.929 2.137 -0.410 0.1473
H 2.638 0.411 0.223 0.1064
H 3.037 2.382 2.026 0.1429
H 2.617 0.722 2.384 0.1130
H 0.603 3.010 1.975 0.1220
H 0.920 2.141 3.474 0.1516
H 0.250 0.122 2.332 0.0967
H -1.338 1.517 3.562 0.1471
H -1.930 0.226 2.515 0.1125
H -1.712 3.093 1.471 0.1045
H -3.103 2.548 2.358 0.1432
H -3.646 2.259 0.020 0.1366
H -3.485 0.686 0.779 0.1179
H -2.254 0.236 -0.918 0.0892
H -3.035 2.211 -2.082 0.1459
H -1.500 1.527 -2.600 0.1131
H -1.775 3.920 -0.706 0.1290
H -1.270 3.969 -2.385 0.1443
H 0.371 3.671 -0.313 0.1163
H 1.412 4.228 -2.209 0.1460
H 0.657 2.903 -3.083 0.1310
C -3.166 -2.765 2.941 -0.0155
C -1.824 -2.869 3.276 -0.0268
C -0.848 -2.464 2.376 -0.0717
C -1.207 -1.940 1.129 -0.3488
C -2.565 -1.861 0.795 -0.1224
C -3.534 -2.269 1.695 -0.0350
P 0.041 -1.288 -0.005 1.0561
C 1.666 -1.998 0.304 -0.3402
C 2.235 -2.824 -0.671 -0.0467
C 3.469 -3.416 -0.447 -0.0202
C 4.147 -3.190 0.741 -0.0127
C 3.596 -2.362 1.715 -0.0326
C 2.365 -1.769 1.498 -0.1390
C -0.417 -1.666 -1.694 -0.3895
C -1.093 -2.851 -2.007 -0.0591
C -1.349 -3.166 -3.332 -0.0168
C -0.933 -2.313 -4.347 -0.0110
C -0.243 -1.143 -4.045 -0.0352
C 0.022 -0.830 -2.722 -0.1209
H -3.925 -3.095 3.637 0.1317
H -1.534 -3.290 4.228 0.1292
H 0.188 -2.605 2.640 0.1002
H -2.879 -1.534 -0.189 0.1023
H -4.578 -2.224 1.418 0.1288
H 1.719 -3.011 -1.602 0.1104
H 3.898 -4.061 -1.202 0.1303
H 5.106 -3.660 0.914 0.1317
H 4.123 -2.195 2.644 0.1274
H 1.941 -1.152 2.288 0.0837
H -1.412 -3.527 -1.224 0.1242
H -1.868 -4.083 -3.574 0.1313
H -1.129 -2.570 -5.378 0.1315
H 0.102 -0.497 -4.840 0.1250
H 0.615 0.061 -2.499 0.0679
```

Values from the calculation:
Energy relative to the best compared isomer or geometry (same formula, charge and spin), kcal/mol: 0.0
Electronic energy, Ha: -1760.3919
Total charge: +3
HOMO-LUMO gap, eV: 7.253
HOMO energy, eV: -17.8
Spin multiplicity: 1
LUMO, eV: -10.504

=====

Copy entry 1 word for word.
DFT (the ωB97M-V functional and the def2-TZVPD basis) results for a 2-piece molecular cluster, C9H14 overall.

The geometry in XYZ format:
```
23
Properties=species:S:1:pos:R:3:lowdin_charge:R:1
C 0.540 -2.028 0.647 -0.0487
C 1.028 0.439 0.705 -0.0791
C 0.339 -0.646 1.224 -0.2919
C 1.080 1.666 1.350 -0.0802
C -0.455 -0.461 2.348 -0.0514
C 0.380 1.796 2.537 -0.1081
C -0.454 0.783 2.976 -0.0915
H 1.530 0.307 -0.245 0.1045
H 1.575 2.525 0.913 0.1037
H -0.117 -2.238 -0.195 0.0716
H 0.429 -2.778 1.425 0.0736
H -1.139 -1.230 2.692 0.1112
H 0.451 2.695 3.132 0.0982
H -1.047 0.962 3.867 0.1009
H 1.575 -2.125 0.297 0.0802
C -0.853 0.478 -2.348 -0.1706
C -0.552 -0.354 -3.582 -0.1733
H -1.695 1.143 -2.514 0.0651
H -1.159 -0.099 -1.471 0.0532
H 0.062 0.949 -2.000 0.0484
H -0.405 0.288 -4.455 0.0629
H 0.262 -1.061 -3.407 0.0604
H -1.376 -1.010 -3.896 0.0611
```

Values from the calculation:
Energy relative to the best compared isomer or geometry (same formula, charge and spin), kcal/mol: 7.9
Electronic energy, Ha: -351.3176
SMILES: Cc1ccccc1.CC
HOMO-LUMO gap, eV: 10.059
HOMO energy, eV: -9.0
Spin multiplicity: 1
LUMO, eV: 1.018

=====

Q: Which value of energy relative to the best compared isomer or geometry (same formula, charge and spin) does entry 1 give?
A: 7.9 kcal/mol

=====

Repeat the first record exactly.
DFT (the ωB97M-V functional and the def2-TZVPD basis) results for a 2-piece molecular cluster, C9H14 overall.

The geometry in XYZ format:
```
23
Properties=species:S:1:pos:R:3:lowdin_charge:R:1
C 0.540 -2.028 0.647 -0.0487
C 1.028 0.439 0.705 -0.0791
C 0.339 -0.646 1.224 -0.2919
C 1.080 1.666 1.350 -0.0802
C -0.455 -0.461 2.348 -0.0514
C 0.380 1.796 2.537 -0.1081
C -0.454 0.783 2.976 -0.0915
H 1.530 0.307 -0.245 0.1045
H 1.575 2.525 0.913 0.1037
H -0.117 -2.238 -0.195 0.0716
H 0.429 -2.778 1.425 0.0736
H -1.139 -1.230 2.692 0.1112
H 0.451 2.695 3.132 0.0982
H -1.047 0.962 3.867 0.1009
H 1.575 -2.125 0.297 0.0802
C -0.853 0.478 -2.348 -0.1706
C -0.552 -0.354 -3.582 -0.1733
H -1.695 1.143 -2.514 0.0651
H -1.159 -0.099 -1.471 0.0532
H 0.062 0.949 -2.000 0.0484
H -0.405 0.288 -4.455 0.0629
H 0.262 -1.061 -3.407 0.0604
H -1.376 -1.010 -3.896 0.0611
```

Values from the calculation:
Energy relative to the best compared isomer or geometry (same formula, charge and spin), kcal/mol: 7.9
Electronic energy, Ha: -351.3176
SMILES: Cc1ccccc1.CC
HOMO-LUMO gap, eV: 10.059
HOMO energy, eV: -9.0
Spin multiplicity: 1
LUMO, eV: 1.018